{"formula": "C10H24ClO5P2STm", "method": "wB97M-V/def2-TZVPD", "multiplicity": 3, "total_charge": 2, "e_homo_ha": [-0.6121, -0.6132], "energy_ha": -3397.3888, "gap_ev": [6.3, 6.4], "species": ["C", "C", "H", "H", "H", "O", "Cl", "Tm", "P", "C", "C", "H", "H", "H", "H", "H", "H", "C", "H", "H", "H", "P", "C", "C", "H", "H", "H", "C", "H", "H", "H", "H", "H", "H", "C", "O", "C", "S", "O", "O", "O", "H", "H", "H"], "xyz": [[-2.87, 1.16, -1.60], [-1.97, 0.04, -1.51], [-3.81, 0.83, -2.09], [-2.39, 1.98, -2.16], [-3.13, 1.55, -0.60], [-1.85, -1.07, -1.92], [-0.58, 3.01, 0.39], [0.49, 0.80, 0.35], [1.11, 0.85, -2.29], [1.84, -0.45, -3.32], [0.46, 1.99, -3.55], [1.27, 2.26, -4.24], [3.09, 2.18, -2.67], [0.06, 2.89, -3.07], [2.43, 2.53, -1.04], [1.04, -1.08, -3.72], [-0.34, 1.49, -4.11], [2.66, 1.73, -1.76], [2.40, 0.01, -4.15], [3.38, 1.03, -1.31], [2.51, -1.08, -2.72], [-1.61, -0.34, 1.79], [-1.79, -2.10, 2.24], [-0.94, 0.33, 3.38], [-3.44, 1.27, 1.85], [-3.73, -0.12, 2.95], [-3.97, -0.30, 1.18], [-3.36, 0.18, 1.95], [-0.62, 1.38, 3.25], [-1.73, 0.29, 4.15], [-2.43, -2.18, 3.13], [-0.81, -2.54, 2.45], [-0.07, -0.26, 3.71], [-2.26, -2.64, 1.41], [0.32, -1.49, -0.49], [0.32, -2.62, -0.73], [2.34, -2.19, 2.38], [2.81, -0.78, 1.38], [4.21, -0.44, 1.46], [2.30, -1.02, -0.02], [1.89, 0.33, 1.92], [3.25, -2.72, 2.67], [1.69, -2.86, 1.82], [1.81, -1.84, 3.27]]}